Below is 3 unconnected molecules or ions with the total composition C3H10NO4 in a non-equilibrium geometry, with properties calculated with wB97M-V/def2-TZVPD.

Expectation value of S²: 0.755
F_max (eV Å⁻¹): 2.53
ΔE to the lowest compared entry with this formula, charge and spin (kJ/mol): 4.62
2S+1: 2
Frontier orbital gap (spin up / spin down) (Eh): 0.3929 / 0.2169

CARTESIAN COORDINATES (ANGSTROEM)
C -1.482 1.002 -0.796
C -0.620 1.406 0.424
C -0.519 0.219 1.400
O 0.464 -0.521 1.327
O -1.505 0.088 2.167
N -0.962 -0.061 -1.647
H -2.475 0.713 -0.457
H -1.552 1.886 -1.430
H 0.389 1.700 0.145
H -1.116 2.222 0.956
H -0.803 -0.904 -1.105
H -0.015 0.172 -1.949
H 2.008 0.129 0.705
H 2.946 -0.223 -0.414
O 2.836 0.413 0.279
H 0.507 -2.086 0.413
H 1.351 -3.284 0.144
O 0.550 -2.874 -0.162

Atomic partial charges in e from the natural (NBO) method, atoms 1 to 8: atom 1 (C): -0.216, atom 2 (C): -0.491, atom 3 (C): 0.737, atom 4 (O): -0.667, atom 5 (O): -0.145, atom 6 (N): -0.807, atom 7 (H): 0.201, atom 8 (H): 0.209